one) 9
Properties=species:S:1:pos:R:3:lowdin_charge:R:1 method="wB97M-V/def2-TZVPD" spin_multiplicity=1 smiles="C#C/C([O-])=N/C(=O)[O-]" homo_energy_ev=0.86 e_lumo_ev=6.532 charge=-2
C 0.517 -0.179 -0.038 0.01
C -0.657 -0.436 0.106 -0.09
C -2.100 -0.740 -0.009 -0.71
O -2.355 -1.975 -0.084 -0.14
N -2.829 0.319 0.006 0.11
C -4.298 0.356 0.037 -0.84
O -4.814 0.325 -1.092 -0.14
O -4.919 0.485 1.116 -0.15
H 1.534 -0.226 -0.235 -0.05



two) 9
Properties=species:S:1:pos:R:3:lowdin_charge:R:1 method="wB97M-V/def2-TZVPD" spin_multiplicity=1 homo_energy_ev=-0.75 e_lumo_ev=6.865 charge=-2
C -1.206 1.441 2.392 -0.33
C -0.955 0.861 1.346 -0.31
C 1.192 0.107 -0.094 -0.48
C 0.036 -1.322 -1.959 -0.82
N 0.907 -0.598 -1.014 0.19
O -0.289 -0.673 -2.949 -0.08
O 1.918 0.713 0.621 -0.01
O -0.147 -2.503 -1.677 -0.08
H -1.455 1.975 3.334 -0.09



three) 9
Properties=species:S:1:pos:R:3:lowdin_charge:R:1 method="wB97M-V/def2-TZVPD" spin_multiplicity=1 homo_energy_ev=-0.73 e_lumo_ev=6.822 charge=-2
C -3.219 -0.030 0.270 -0.38
C -2.050 -0.373 0.378 -0.35
C 0.610 -1.017 -0.376 -0.44
C 2.238 0.837 0.014 -0.84
N 1.058 0.081 -0.291 0.19
O 2.714 0.472 1.101 -0.09
O 0.411 -2.138 -0.723 0.00
O 2.554 1.672 -0.807 -0.05
H -4.315 0.498 0.434 -0.05



one) wins, 11.2 kcal/mol ahead of the next structure.



one) 6
Properties=species:S:1:pos:R:3:lowdin_charge:R:1 method="wB97M-V/def2-TZVPD" spin_multiplicity=1 smiles="S=CC=S" homo_energy_ev=-9.20 e_lumo_ev=-2.066 charge=0
S -1.149 -1.601 0.786 0.70
C -0.115 -0.724 -0.063 -0.78
C 0.304 0.749 0.135 -0.73
S 0.866 1.877 -0.917 0.68
H 0.394 -1.380 -0.958 0.09
H -0.300 1.080 1.015 0.04



two) 6
Properties=species:S:1:pos:R:3:lowdin_charge:R:1 method="wB97M-V/def2-TZVPD" spin_multiplicity=1 homo_energy_ev="-7.43 / -8.66" e_lumo_ev="-1.054 / -0.685" charge=0
C -0.869 -1.170 -0.056 -1.19
C 0.414 1.160 -0.049 -0.31
S -0.411 -2.369 0.783 0.72
S -1.101 0.317 -0.545 0.80
H 0.893 0.696 0.803 -0.01
H 1.073 1.365 -0.936 0.01



three) 6
Properties=species:S:1:pos:R:3:lowdin_charge:R:1 method="wB97M-V/def2-TZVPD" spin_multiplicity=1 homo_energy_ev=-8.91 e_lumo_ev=0.015 charge=0
C -0.359 -0.705 0.039 -0.55
C -0.345 0.670 -0.011 -0.55
S 1.385 -1.029 -0.013 0.52
S 1.408 1.072 0.016 0.53
H -1.154 -1.432 0.215 0.06
H -0.935 1.425 -0.244 -0.01



four) 6
Properties=species:S:1:pos:R:3:lowdin_charge:R:1 method="wB97M-V/def2-TZVPD" spin_multiplicity=1 homo_energy_ev="-8.52 / -8.76" e_lumo_ev="-1.980 / -2.049" charge=0
C 0.870 -0.591 0.077 -0.72
C -0.384 -0.127 0.127 -0.42
S 2.408 -0.786 0.072 0.85
S -1.192 1.921 -0.812 0.12
H -1.085 -0.569 -0.665 0.08
H -0.617 0.151 1.201 0.09



three) wins, 15.6 kcal/mol ahead of the next structure.



one) 16
Properties=species:S:1:pos:R:3:lowdin_charge:R:1 method="wB97M-V/def2-TZVPD" spin_multiplicity=1 smiles=P[C@]12C[C@H]1CCO2 homo_energy_ev=-8.90 e_lumo_ev=0.726 charge=0
P 2.881 -0.248 0.122 0.80
C 0.661 -0.057 -0.287 -0.46
C 0.057 1.205 -0.764 -0.09
C -0.292 0.707 0.596 -0.26
C -1.575 -0.115 0.554 -0.10
C -0.966 -1.501 0.016 -0.29
O 0.127 -1.326 -0.680 -0.10
H 2.655 0.999 0.709 -0.18
H 3.417 0.312 -1.114 -0.15
H -0.852 1.101 -1.384 0.12
H 0.775 1.972 -0.988 0.10
H -0.003 1.156 1.517 0.12
H -2.365 0.256 -0.278 0.14
H -2.147 -0.186 1.531 0.12
H -0.736 -2.161 0.899 0.13
H -1.637 -2.115 -0.450 0.09



two) 16
Properties=species:S:1:pos:R:3:lowdin_charge:R:1 method="wB97M-V/def2-TZVPD" spin_multiplicity=1 smiles=P[C@]12C[C@H]1CCO2 homo_energy_ev=-8.84 e_lumo_ev=0.986 charge=0
P -2.579 -0.116 -0.310 0.88
C -0.732 0.010 0.190 -0.74
C -0.174 1.304 0.843 -0.05
C 0.224 0.894 -0.592 -0.26
C 1.456 0.034 -0.796 -0.09
C 1.204 -1.158 0.204 -0.12
O -0.216 -1.179 0.478 -0.14
H -3.014 -0.845 0.792 -0.13
H -2.286 -1.438 -0.693 -0.11
H 0.443 1.380 1.725 0.10
H -0.846 2.178 0.609 0.11
H -0.248 1.560 -1.200 0.09
H 2.301 0.723 -0.351 0.15
H 1.479 -0.253 -1.853 0.11
H 1.284 -2.133 -0.177 0.10
H 1.704 -0.963 1.132 0.11



three) 16
Properties=species:S:1:pos:R:3:lowdin_charge:R:1 method="wB97M-V/def2-TZVPD" spin_multiplicity=1 smiles="C#CCC[P@H](C)=O" homo_energy_ev=-9.81 e_lumo_ev=0.728 charge=0
C 2.651 -0.086 -1.314 0.13
C 1.851 0.300 -0.458 -0.19
C 1.112 0.675 0.716 -0.29
C 0.239 -0.470 1.228 -0.31
P -1.278 -0.772 0.189 0.64
C -1.751 0.689 -0.839 -0.18
O -2.407 -1.435 0.911 -0.42
H 3.187 -0.674 -1.994 0.01
H 1.979 0.876 1.570 0.18
H 0.387 1.523 0.522 0.11
H 0.650 -1.450 1.139 0.06
H -0.326 -0.236 2.217 0.12
H -0.744 -1.700 -0.941 0.07
H -1.885 1.662 -0.246 0.10
H -1.041 0.741 -1.547 -0.01
H -2.625 0.358 -1.154 -0.02



three) wins, 10.6 kcal/mol ahead of the next structure.



one) 16
Properties=species:S:1:pos:R:3:lowdin_charge:R:1 method="wB97M-V/def2-TZVPD" spin_multiplicity=1 smiles="COP1CC=CC1" homo_energy_ev=-8.45 e_lumo_ev=1.046 charge=0
C 2.417 0.133 -0.728 -0.18
O 1.211 -0.133 -0.156 -0.47
P 0.433 -0.073 1.300 0.95
C -0.778 -1.348 0.806 -0.37
C -1.550 -0.841 -0.355 -0.16
C -1.593 0.497 -0.438 -0.20
C -0.988 1.316 0.671 -0.27
H 2.445 0.016 -1.797 0.08
H 3.206 -0.549 -0.465 0.07
H 2.716 1.163 -0.578 0.08
H -1.391 -1.638 1.632 0.07
H -0.065 -2.072 0.440 0.07
H -1.993 -1.542 -1.001 0.08
H -1.935 1.214 -1.147 0.08
H -0.463 2.201 0.233 0.06
H -1.673 1.657 1.584 0.11



two) 16
Properties=species:S:1:pos:R:3:lowdin_charge:R:1 method="wB97M-V/def2-TZVPD" spin_multiplicity=1 homo_energy_ev=-8.17 e_lumo_ev=0.361 charge=0
C 1.138 1.388 0.091 -0.09
C 1.362 0.265 -0.595 -0.14
C -1.395 -1.395 -0.224 -0.30
C -0.899 -0.953 -1.500 0.07
C 0.374 -0.266 -1.705 -0.21
O -0.687 -1.103 0.986 -0.52
P -0.817 0.235 1.971 0.83
H 1.861 1.765 0.753 0.04
H 0.326 2.007 0.037 0.01
H 2.234 -0.283 -0.346 0.08
H -2.318 -0.666 -0.150 0.16
H -1.754 -2.333 -0.277 0.07
H 0.297 0.474 -2.499 0.11
H 0.821 -1.139 -1.961 0.08
H -1.953 -0.059 2.701 -0.12
H 0.233 -0.128 2.801 -0.08



one) wins, 95.8 kcal/mol ahead of the next structure.



one) 26
Properties=species:S:1:pos:R:3:lowdin_charge:R:1 method="wB97M-V/def2-TZVPD" spin_multiplicity=1 smiles=CC1(C)[NH2+]Cc2ccccc2O1 homo_energy_ev=-12.59 e_lumo_ev=-3.148 charge=+1
C -2.236 0.395 -1.991 0.03
C -1.276 -0.051 -0.897 -0.52
C -1.942 -0.982 0.109 0.03
N -0.110 -0.810 -1.583 0.14
C 0.882 -1.310 -0.599 -0.06
C 1.185 -0.233 0.415 -0.15
C 2.279 -0.348 1.264 -0.02
C 2.557 0.643 2.185 -0.06
C 1.746 1.766 2.263 -0.05
C 0.650 1.891 1.431 0.02
C 0.366 0.887 0.515 -0.20
O -0.716 1.077 -0.333 0.04
H -1.726 1.005 -2.732 0.10
H -3.012 1.011 -1.544 0.11
H -2.709 -0.456 -2.473 0.10
H -1.318 -1.138 0.985 0.10
H -2.190 -1.938 -0.343 0.11
H -2.865 -0.519 0.447 0.11
H 0.347 -0.130 -2.204 0.20
H -0.477 -1.574 -2.159 0.19
H 1.796 -1.601 -1.123 0.15
H 0.479 -2.202 -0.109 0.14
H 2.911 -1.220 1.193 0.12
H 3.409 0.543 2.838 0.11
H 1.966 2.544 2.975 0.12
H 0.004 2.753 1.471 0.13



two) 26
Properties=species:S:1:pos:R:3:lowdin_charge:R:1 method="wB97M-V/def2-TZVPD" spin_multiplicity=1 homo_energy_ev="-12.40 / -12.96" e_lumo_ev="-5.452 / -5.521" charge=+1
C -2.313 1.591 0.043 0.01
C -2.859 0.287 0.027 -0.10
C 1.396 -0.589 0.815 -0.07
C 1.531 1.651 -0.118 -0.07
C -0.994 2.102 -0.271 0.03
C -0.079 -0.195 0.474 -0.21
C 2.287 0.319 -0.035 -0.36
C -2.311 -0.912 -0.462 0.10
C 0.106 1.240 -0.087 -0.11
C -0.701 -2.574 0.044 0.03
N -0.796 -1.112 -0.462 -0.10
O 2.354 -0.296 -1.321 -0.04
H -3.075 2.255 0.211 0.09
H -3.827 -0.009 0.458 0.11
H 1.605 -0.350 1.927 0.17
H 1.583 -1.607 0.813 0.08
H 1.808 2.328 0.658 0.13
H 1.763 2.258 -1.149 0.20
H -0.937 3.152 -0.626 0.14
H -0.715 -0.271 1.451 0.20
H 3.317 0.311 0.243 0.14
H 0.337 -2.852 -0.026 0.09
H -0.994 -2.585 1.095 0.12
H -1.300 -3.178 -0.550 0.07
H -0.370 -1.073 -1.463 0.24
H 3.182 0.107 -1.687 0.13



one) wins, 139.5 kcal/mol ahead of the next structure.



one) 15
Properties=species:S:1:pos:R:3:lowdin_charge:R:1 method="wB97M-V/def2-TZVPD" spin_multiplicity=1 homo_energy_ev=-7.92 e_lumo_ev=0.448 charge=0
C 0.120 0.585 0.327 -0.15
C -0.084 -0.440 -0.477 -0.39
C 2.077 0.335 0.828 -1.18
C -0.620 1.627 0.937 -0.10
C -1.336 -0.943 -1.128 -0.03
N 0.974 -1.351 -0.763 -0.32
S 2.902 1.232 1.814 0.62
S 2.417 -1.047 0.073 0.95
H -0.470 2.524 0.346 0.09
H -0.133 1.834 1.894 0.07
H -1.669 1.405 1.187 0.10
H -2.291 -0.732 -0.664 0.08
H -1.264 -1.987 -1.065 0.05
H -1.469 -0.700 -2.219 0.11
H 0.847 -2.343 -1.092 0.12



two) 15
Properties=species:S:1:pos:R:3:lowdin_charge:R:1 method="wB97M-V/def2-TZVPD" spin_multiplicity=1 smiles=N#CC1(CS)CSC1 homo_energy_ev=-9.22 e_lumo_ev=0.257 charge=0
N 0.102 -0.343 -3.070 0.14
C -0.276 -0.063 -1.897 -0.10
C -0.187 -0.071 -0.364 -0.65
C 1.052 0.742 -0.116 -0.42
S 1.678 0.779 1.731 0.69
C 0.023 -1.500 0.180 -0.33
S -1.584 -1.365 1.255 0.83
C -1.507 0.228 0.423 -0.44
H 1.696 0.245 -0.762 0.06
H 0.704 1.703 -0.569 0.11
H 0.957 1.852 2.300 -0.11
H -0.005 -2.337 -0.579 0.11
H 0.893 -1.344 0.800 0.01
H -1.371 1.060 1.050 0.05
H -2.175 0.414 -0.382 0.07



one) wins, 3.0 kcal/mol ahead of the next structure.



one) 12
Properties=species:S:1:pos:R:3:lowdin_charge:R:1 method="wB97M-V/def2-TZVPD" spin_multiplicity=1 homo_energy_ev=-9.05 e_lumo_ev=0.776 charge=0
N 1.097 -0.853 0.364 0.08
C 0.420 0.193 0.804 -0.46
N 0.479 1.354 0.395 0.01
O 1.190 1.297 -0.897 -0.12
H 1.216 -1.609 1.034 0.11
H 1.903 -0.623 -0.244 0.12
H -0.305 -0.077 1.676 0.17
H 1.154 2.209 -1.275 0.10
N -1.859 -0.736 -0.419 -0.01
H -0.821 -0.498 -0.366 -0.03
H -2.250 -0.131 0.304 0.00
H -2.224 -0.525 -1.376 0.03



two) 12
Properties=species:S:1:pos:R:3:lowdin_charge:R:1 method="wB97M-V/def2-TZVPD" spin_multiplicity=1 smiles="C=NN.NO" homo_energy_ev=-8.52 e_lumo_ev=0.707 charge=0
C -0.366 0.518 -2.523 -0.11
N -0.050 0.489 -1.294 -0.12
N 0.219 -0.767 -0.843 -0.04
H -0.482 1.459 -3.042 0.05
H -0.527 -0.398 -3.127 0.06
H -0.273 -1.487 -1.399 0.08
H -0.049 -0.819 0.137 0.01
N 0.133 -0.286 1.994 -0.06
O 0.826 0.957 2.060 -0.14
H 0.570 -0.857 2.722 0.09
H -0.821 -0.045 2.323 0.10
H 0.821 1.236 2.992 0.08



one) wins, 26.3 kcal/mol ahead of the next structure.